(1)
DFT (ωB97M-V with the def2-TZVPD basis set) results for one molecule with the formula C3H2BrCl2F in a non-equilibrium geometry.

Calculated values
* orbital gap: 10.63 eV
* energy above the lowest of the compared OMol25 structures with the same formula, charge and spin: 0.0 kcal/mol
* SMILES string: C=C(Br)C(F)(Cl)Cl

Last columns: bonded neighbours and bond lengths (Å).
Atoms and positions in Å:
1 C 0.5801 0.7349 1.2641  C2 1.299, H8 1.031, H9 1.020
2 C 0.5912 -0.1786 0.3409  C1 1.299, C3 1.822, Br7 1.899
3 C -0.7834 -0.2488 -0.8527  C2 1.822, F4 1.355, Cl5 1.733, Cl6 1.895
4 F -1.9102 -0.3240 -0.1039  C3 1.355
5 Cl -0.9012 1.2206 -1.7642  C3 1.733
6 Cl -0.6652 -1.8152 -1.9130  C3 1.895
7 Br 1.8589 -1.5508 -0.0009  C2 1.899
8 H 1.4291 0.7734 1.8476  C1 1.031
9 H -0.1992 1.3884 1.1821  C1 1.020

=====

(2)
DFT (ωB97M-V with the def2-TZVPD basis set) results for a 2-piece molecular cluster, C5H14NO overall in a non-equilibrium geometry.

Calculated values
* charge: +1
* orbital gap: 12.51 eV
* energy above the lowest of the compared OMol25 structures with the same formula, charge and spin: 25.8 kcal/mol

Last columns: bonded neighbours and bond lengths (Å).
Atoms and positions in Å:
1 C 1.8237 0.0901 -0.8719  C2 1.613, H7 1.081, H8 1.096, H9 1.070
2 C 0.2936 -0.3230 -0.5734  C1 1.613, N3 1.499, C6 1.597, H10 1.049
3 N -0.0316 0.2134 0.7881  C2 1.499, C4 1.524, H11 1.099, H12 1.053
4 C -1.5439 0.3948 0.7529  N3 1.524, C5 1.596, H13 1.069, H14 1.115
5 C -1.8262 1.0213 -0.6877  C4 1.596, C6 1.547, H15 1.059, H16 1.048
6 C -0.7035 0.4273 -1.5701  C2 1.597, C5 1.547, H17 1.146, H18 1.089
7 H 2.3996 -0.3687 -0.0809  C1 1.081
8 H 2.0983 1.1390 -1.0334  C1 1.096
9 H 2.0206 -0.3844 -1.8105  C1 1.070
10 H 0.1531 -1.3591 -0.4942  C2 1.049
11 H 0.5198 1.1646 0.7958  N3 1.099
12 H 0.2299 -0.4687 1.5463  N3 1.053
13 H -1.8941 -0.6137 0.8050  C4 1.069
14 H -1.9851 1.1316 1.4639  C4 1.115
15 H -2.7998 0.7751 -1.0237  C5 1.059
16 H -1.7113 2.0520 -0.5356  C5 1.048
17 H -0.1172 1.2498 -2.1114  C6 1.146
18 H -1.0188 -0.1305 -2.4507  C6 1.089
19 H 0.7516 -2.1978 2.9108  O21 1.007
20 H 2.1639 -1.8314 2.1569  O21 1.007
21 O 1.1776 -1.9818 2.0239  H19 1.007, H20 1.007